Entry 1:
{"formula": "C2H14CdO6", "method": "ωB97M-V with the def2-TZVPD basis set", "mol_weight_g_mol": 246.5, "s_squared": 0.75, "e_above_lowest_kcal_mol": 7.0, "homo_energy_ev": [0.6, -4.1], "charge": -1, "fmax_ha_per_bohr": 0.0743, "energy_ev": -19146.687, "multiplicity": 2, "species": ["Cd", "C", "O", "H", "H", "H", "C", "O", "H", "H", "H", "O", "H", "H", "O", "H", "H", "O", "H", "H", "O", "H", "H"], "coordinates": [[0.006, 0.043, -0.173], [-2.407, -2.153, -1.023], [-1.516, -1.074, -1.179], [-2.114, -3.004, -1.638], [-2.341, -2.536, -0.005], [-3.434, -1.828, -1.187], [2.359, 1.907, 1.723], [1.613, 1.167, 0.776], [2.576, 1.425, 2.677], [3.274, 2.260, 1.247], [1.866, 2.826, 2.039], [1.020, 0.069, -2.027], [1.971, -0.005, -1.953], [0.854, 0.103, -2.969], [-0.992, 1.938, -0.743], [-1.653, 1.880, -1.433], [-1.116, 2.809, -0.365], [1.090, -1.704, 0.214], [1.702, -2.102, 0.833], [0.895, -2.400, -0.412], [-0.999, 0.144, 1.543], [-1.839, -0.299, 1.658], [-0.815, 0.535, 2.397]], "mulliken_charge": [-4.679, -1.144, -0.166, 0.286, 0.228, 0.277, -1.211, 0.086, 0.272, 0.221, 0.260, 1.032, 0.077, -0.051, 0.501, 0.132, 0.115, 1.646, -0.192, -0.041, 1.467, -0.056, -0.059]}



Entry 2:
{"formula": "C17H19NO5S2", "method": "ωB97M-V with the def2-TZVPD basis set", "mol_weight_g_mol": 381.5, "e_above_lowest_kcal_mol": 6.1, "homo_energy_ev": -8.9, "smiles": "O=C(O)c1ccc(S(=O)(=O)N(Cc2cccs2)C[C@H]2CCCO2)cc1", "fmax_ha_per_bohr": 0.0201, "energy_ev": -51335.094, "multiplicity": 1, "species": ["O", "C", "O", "H", "C", "C", "C", "C", "C", "C", "H", "H", "S", "O", "O", "N", "C", "H", "H", "C", "C", "H", "C", "H", "C", "H", "O", "H", "H", "H", "H", "C", "C", "C", "C", "C", "S", "H", "H", "H", "H", "H", "H", "H"], "coordinates": [[3.121, 3.881, -3.091], [3.077, 3.690, -1.902], [3.391, 4.639, -1.011], [3.653, 5.451, -1.472], [2.670, 2.407, -1.275], [2.362, 1.334, -2.111], [1.963, 0.128, -1.565], [1.871, 0.008, -0.191], [2.187, 1.059, 0.650], [2.594, 2.265, 0.110], [2.845, 3.100, 0.745], [2.118, 0.909, 1.716], [1.233, -1.499, 0.548], [1.947, -1.765, 1.761], [1.182, -2.518, -0.459], [-0.292, -0.937, 0.965], [-1.184, -0.837, -0.166], [-0.556, -0.720, -1.049], [-1.777, -1.750, -0.300], [-2.136, 0.376, -0.075], [-1.400, 1.668, 0.339], [-1.936, 2.178, 1.138], [-1.370, 2.517, -0.940], [-0.374, 2.889, -1.169], [-1.873, 1.546, -2.015], [-2.474, 2.023, -2.789], [-2.708, 0.630, -1.341], [-1.028, 1.027, -2.491], [-2.050, 3.363, -0.854], [-0.400, 1.427, 0.694], [-2.965, 0.135, 0.598], [-0.843, -1.458, 2.206], [-1.355, -2.853, 2.069], [-0.623, -3.988, 1.901], [-1.425, -5.140, 1.740], [-2.752, -4.865, 1.784], [-3.055, -3.189, 2.017], [-3.580, -5.540, 1.696], [-1.026, -6.129, 1.600], [0.452, -3.990, 1.890], [-1.635, -0.781, 2.539], [-0.018, -1.434, 2.922], [1.731, -0.727, -2.181], [2.440, 1.471, -3.179]], "mulliken_charge": [-0.581, 0.492, -0.450, 0.359, 0.325, -0.661, -0.271, 0.217, -0.899, -0.773, 0.449, 0.501, 1.463, -0.773, -0.698, 0.515, -1.066, 0.405, 0.363, 0.185, -0.130, 0.355, -0.341, 0.128, -0.481, 0.370, -0.509, 0.221, 0.274, -0.146, 0.298, -1.432, 0.407, -0.213, -0.633, -0.453, -0.120, 0.444, 0.398, 0.507, 0.463, 0.498, 0.530, 0.463]}



Entry 3:
{"formula": "C59H52AuGeN2O7P2S", "method": "ωB97M-V with the def2-TZVPD basis set", "mol_weight_g_mol": 1264.7, "e_above_lowest_kcal_mol": 38.7, "homo_energy_ev": -10.6, "charge": 1, "fmax_ha_per_bohr": 0.0235, "energy_ev": -168958.642, "multiplicity": 1, "species": ["Au", "O", "P", "C", "P", "O", "C", "C", "C", "C", "C", "C", "C", "C", "C", "C", "C", "C", "C", "C", "C", "C", "C", "C", "C", "C", "C", "C", "C", "C", "H", "H", "H", "H", "H", "H", "H", "H", "H", "H", "H", "H", "H", "H", "H", "H", "H", "H", "H", "H", "H", "H", "O", "C", "O", "C", "C", "C", "C", "S", "C", "C", "H", "H", "H", "H", "H", "N", "C", "O", "C", "C", "C", "N", "C", "C", "H", "H", "H", "H", "H", "H", "O", "C", "O", "C", "C", "Ge", "C", "C", "C", "C", "C", "C", "C", "C", "C", "C", "C", "C", "C", "C", "C", "C", "C", "C", "H", "H", "H", "H", "H", "H", "H", "H", "H", "H", "H", "H", "H", "H", "H", "H", "H", "H", "H"], "coordinates": [[-0.078, 0.081, -0.146], [1.941, 0.384, -0.133], [2.810, 0.845, 1.033], [2.324, 0.405, 2.735], [0.576, 0.531, 3.283], [-0.382, 0.973, 2.226], [0.609, 1.757, 4.604], [1.532, 1.701, 5.643], [1.510, 2.656, 6.641], [0.566, 3.672, 6.607], [-0.356, 3.729, 5.575], [-0.335, 2.772, 4.575], [0.118, -1.035, 4.036], [-1.171, -1.499, 3.816], [-1.582, -2.692, 4.385], [-0.707, -3.419, 5.174], [0.578, -2.954, 5.398], [0.991, -1.763, 4.831], [3.052, 2.626, 1.040], [4.078, 3.178, 0.278], [4.291, 4.546, 0.295], [3.488, 5.365, 1.071], [2.458, 4.821, 1.820], [2.234, 3.457, 1.800], [4.395, 0.040, 0.793], [4.559, -0.844, -0.266], [5.765, -1.508, -0.426], [6.799, -1.285, 0.466], [6.639, -0.394, 1.518], [5.439, 0.269, 1.685], [2.923, 1.079, 3.360], [2.652, -0.622, 2.886], [2.271, 0.914, 5.683], [2.228, 2.611, 7.446], [0.551, 4.419, 7.387], [-1.090, 4.520, 5.548], [-1.044, 2.809, 3.759], [-1.843, -0.930, 3.188], [-2.581, -3.057, 4.209], [-1.026, -4.351, 5.615], [1.260, -3.522, 6.010], [2.002, -1.420, 5.002], [4.718, 2.539, -0.313], [5.092, 4.970, -0.291], [3.650, 6.432, 1.084], [1.828, 5.465, 2.415], [1.415, 3.050, 2.376], [3.746, -1.013, -0.960], [5.890, -2.203, -1.243], [7.737, -1.805, 0.342], [7.450, -0.217, 2.207], [5.323, 0.970, 2.501], [-0.328, 7.767, 1.640], [0.721, 7.034, 1.223], [1.847, 7.379, 1.461], [0.401, 5.774, 0.490], [1.255, 5.371, -0.530], [1.060, 4.155, -1.155], [-0.002, 3.330, -0.778], [-0.212, 1.828, -1.685], [-0.858, 3.739, 0.240], [-0.657, 4.952, 0.872], [-1.153, 7.427, 1.267], [2.091, 6.001, -0.795], [1.738, 3.823, -1.926], [-1.670, 3.098, 0.544], [-1.307, 5.241, 1.689], [-7.136, 0.013, -0.103], [-6.280, -0.981, -0.418], [-6.625, -2.094, -0.738], [-4.809, -0.642, -0.340], [-3.944, -1.305, -1.201], [-2.588, -1.056, -1.125], [-2.091, -0.202, -0.228], [-2.902, 0.430, 0.620], [-4.273, 0.238, 0.589], [-8.123, -0.178, -0.172], [-6.837, 0.964, 0.019], [-4.332, -2.019, -1.910], [-1.872, -1.549, -1.760], [-2.415, 1.055, 1.353], [-4.892, 0.751, 1.311], [1.168, -1.845, 1.492], [0.748, -2.602, 0.613], [-0.008, -2.204, -0.321], [1.178, -4.050, 0.596], [2.532, -4.219, -0.102], [2.637, -4.399, -2.086], [1.126, -5.483, -2.730], [-0.161, -4.970, -2.600], [-1.257, -5.669, -3.068], [-1.083, -6.898, -3.685], [0.193, -7.413, -3.837], [1.287, -6.709, -3.362], [2.661, -2.770, -3.193], [3.123, -2.889, -4.503], [3.131, -1.805, -5.361], [2.678, -0.571, -4.922], [2.205, -0.437, -3.627], [2.192, -1.530, -2.776], [4.346, -5.346, -2.337], [5.476, -4.733, -2.874], [6.683, -5.408, -2.961], [6.783, -6.712, -2.508], [5.673, -7.335, -1.961], [4.472, -6.654, -1.874], [0.410, -4.657, 0.114], [1.268, -4.368, 1.637], [2.955, -5.174, 0.230], [3.235, -3.453, 0.231], [-0.309, -4.001, -2.136], [-2.249, -5.258, -2.955], [-1.937, -7.445, -4.055], [0.337, -8.365, -4.327], [2.278, -7.122, -3.500], [3.470, -3.848, -4.868], [3.490, -1.922, -6.372], [2.690, 0.279, -5.589], [1.848, 0.520, -3.273], [1.805, -1.412, -1.775], [5.414, -3.718, -3.243], [7.546, -4.917, -3.388], [7.721, -7.242, -2.579], [5.745, -8.352, -1.603], [3.618, -7.157, -1.435]], "mulliken_charge": [3.253, -0.156, 2.054, -1.902, -0.181, -0.313, 0.892, -0.411, -0.945, -0.619, -0.786, -0.284, 1.242, -0.540, -0.807, -0.614, -0.892, -0.416, 0.771, -1.154, -0.786, -1.070, -1.046, 0.049, -0.311, -0.534, -0.389, -0.617, -0.747, -0.652, 1.127, 0.887, 0.331, 0.450, 0.426, 0.474, 0.258, 0.211, 0.462, 0.430, 0.455, 0.278, 0.545, 0.433, 0.545, 0.957, -0.113, 0.197, 0.503, 0.454, 0.444, 0.388, -0.504, 0.432, -0.510, 0.428, -0.677, -1.282, 0.693, -0.317, -0.300, -0.534, 0.384, 0.677, 0.455, 0.406, 0.437, -0.351, 0.094, -0.575, 0.928, -0.699, -0.215, 0.020, 0.019, -1.466, 0.242, 0.190, 0.536, 0.383, 0.701, 0.458, -0.241, -0.283, -0.639, -0.907, -0.972, 1.671, 0.156, -0.264, -0.729, -0.521, -0.706, -0.490, 0.593, -0.688, -0.861, -0.833, -0.292, 0.062, 0.021, -0.162, -0.835, -0.511, -0.811, -0.326, 0.354, 0.530, 0.598, 0.228, 0.405, 0.467, 0.383, 0.418, 0.413, 0.511, 0.425, 0.424, 0.335, -0.240, 0.356, 0.424, 0.392, 0.425, 0.437]}



Question: multiplicity of number 1 (C2H14CdO6)?
Answer: 2



Question: multiplicity of number 3 (C59H52AuGeN2O7P2S)?
Answer: 1